Record 1
9
Properties=species:S:1:pos:R:3:forces:R:3:lowdin_charge:R:1 method="wB97M-V/def2-TZVPD" orbital_gap_ha=0.3193
C -0.541194 0.278189 -1.525403 0.69 0.88 0.04 0.026
C 1.343549 0.235843 -0.402247 0.60 -0.41 -1.77 0.026
C -1.093822 0.336413 -0.413072 0.89 -0.02 -1.29 -0.377
N -1.075713 0.065741 0.786570 -1.52 -2.93 2.68 0.011
N 1.226118 -0.536718 0.567121 0.77 -0.71 0.83 -0.043
H -0.669671 0.564072 -2.536382 0.48 -0.18 -0.49 0.033
H -1.391521 0.674826 1.471913 -0.51 1.32 1.36 0.059
H 0.098404 -0.755276 0.995771 0.03 1.31 -0.68 0.134
H 2.103852 -0.863091 1.055728 -1.43 0.75 -0.67 0.131

---

Record 2
137
Properties=species:S:1:pos:R:3:forces:R:3:lowdin_charge:R:1 method="wB97M-V/def2-TZVPD" orbital_gap_ha=0.1736 charge=-2
Ba 1.151888 -0.864581 -0.973073 -1.22 2.65 -2.74 1.661
C 3.604291 -4.050525 -5.572711 0.01 -0.01 0.00 -0.095
N 3.423860 -2.790591 -4.892460 -0.21 0.00 -0.14 -0.165
C 3.332436 -1.643574 -5.777974 0.02 0.01 0.00 -0.064
C 2.702483 -2.736658 -3.689184 0.14 0.11 0.12 -0.407
N 2.897584 -1.852086 -2.793224 0.35 -0.20 0.05 -0.041
C 4.093113 -1.030718 -2.734770 0.06 -0.11 0.02 -0.203
C 3.811957 0.451997 -3.011924 0.03 0.13 0.03 -0.217
N 3.432356 1.243454 -1.828154 0.17 -0.39 -0.45 -0.177
C 4.577978 1.508041 -0.947294 -0.13 -0.01 0.07 -0.178
C 4.501676 0.819907 0.414399 -0.03 0.05 -0.10 -0.199
N 3.279052 1.188579 1.103841 0.12 0.02 0.39 0.144
C 3.235150 1.156587 2.372763 -0.12 -0.14 -0.09 -0.381
N 2.014382 1.343802 3.064523 0.26 -0.11 -0.16 -0.146
C 0.817079 1.101115 2.273376 0.29 -0.21 0.06 -0.087
C 1.975935 2.642976 3.711044 -0.03 -0.07 0.12 -0.077
N 4.360362 0.941067 3.210067 -0.10 0.17 0.19 -0.163
C 5.308257 2.024141 3.328245 0.08 -0.01 -0.13 -0.106
C 4.145485 0.227161 4.455443 0.00 0.08 -0.05 -0.081
C 2.736774 2.453700 -2.261239 -0.14 -0.10 0.17 -0.216
C 1.956879 3.115824 -1.123703 0.03 0.16 0.08 -0.208
N 0.684536 2.467996 -0.881319 -0.08 -0.23 -0.20 0.097
C -0.396437 2.929282 -1.379106 -0.06 0.09 0.11 -0.401
N -1.619540 2.413538 -0.991599 0.20 -0.06 0.02 -0.125
C -1.578094 1.401514 0.053442 -0.19 -0.05 -0.64 -0.109
C -2.619678 2.140892 -2.022460 -0.05 0.11 -0.04 -0.053
N -0.540974 4.061617 -2.236543 0.07 -0.02 -0.03 -0.193
C -0.701650 5.320276 -1.553415 -0.09 0.00 -0.01 -0.093
C 0.182587 4.114492 -3.485700 0.05 0.02 -0.05 -0.098
N 1.783312 -3.751181 -3.495373 -0.07 0.04 -0.07 -0.152
C 1.411735 -4.117686 -2.136364 0.04 -0.07 0.13 -0.072
C 0.681785 -3.826398 -4.450981 0.03 -0.01 -0.03 -0.034
H 4.565620 -4.042507 -6.097039 0.00 0.01 0.00 0.077
H 2.820910 -4.250019 -6.318432 0.00 0.00 0.01 0.073
H 3.602705 -4.864015 -4.851364 0.01 0.00 0.00 0.088
H 2.681766 -1.871596 -6.633820 0.02 0.00 0.00 0.085
H 4.317617 -1.359086 -6.163196 0.00 0.01 0.01 0.081
H 2.880457 -0.801365 -5.258648 0.00 -0.01 0.01 0.054
H 4.877418 -1.407122 -3.403649 -0.08 0.09 -0.15 0.111
H 4.477847 -1.134123 -1.715568 0.02 0.01 0.00 0.095
H 2.979360 0.516523 -3.712354 0.02 -0.02 -0.03 0.034
H 4.694019 0.903723 -3.502539 0.01 0.01 0.03 0.117
H 4.674239 2.592240 -0.807556 -0.04 0.01 0.05 0.112
H 5.505286 1.183144 -1.439560 -0.02 -0.01 -0.01 0.114
H 5.417659 1.046724 0.971986 -0.02 0.04 -0.05 0.097
H 4.475056 -0.260998 0.276585 -0.05 -0.05 0.03 0.086
H 0.829760 0.078277 1.866141 0.01 0.34 0.25 0.057
H 0.730238 1.825835 1.467124 0.09 0.05 -0.15 0.050
H -0.049062 1.192654 2.931874 -0.03 0.04 0.00 0.073
H 2.875044 2.802425 4.306463 0.00 0.00 0.01 0.058
H 1.114083 2.696476 4.381510 0.00 -0.01 -0.02 0.078
H 1.893379 3.461617 2.976962 0.00 0.01 0.02 0.092
H 5.396534 2.561236 2.384188 -0.03 0.01 0.03 0.077
H 6.294487 1.626954 3.588534 0.02 0.00 -0.02 0.080
H 5.031231 2.753525 4.108004 0.00 -0.01 0.02 0.070
H 3.498954 -0.624065 4.272624 -0.09 -0.07 -0.07 0.062
H 3.708346 0.861786 5.244470 0.03 -0.01 0.00 0.072
H 5.115713 -0.137157 4.808121 -0.02 0.02 0.00 0.080
H 2.034367 2.149411 -3.036222 -0.02 0.11 -0.01 0.032
H 3.426150 3.188706 -2.720561 0.11 -0.06 0.10 0.120
H 1.880391 4.194004 -1.317335 -0.15 -0.05 -0.08 0.092
H 2.528481 2.993319 -0.202354 0.08 0.10 -0.01 0.081
H -0.956859 1.746971 0.850446 0.18 0.13 0.34 0.043
H -1.222806 0.428169 -0.317729 -0.28 0.29 0.10 -0.023
H -2.585486 1.259079 0.429383 -0.22 -0.09 -0.01 0.061
H -2.590462 2.919765 -2.780801 0.02 0.01 0.03 0.081
H -3.609264 2.133613 -1.555818 0.01 -0.01 0.00 0.077
H -2.441781 1.169612 -2.489647 -0.01 -0.03 0.02 0.038
H -1.320031 5.175572 -0.666808 0.01 -0.01 0.00 0.085
H -1.208460 6.037185 -2.208923 0.00 0.00 -0.01 0.074
H 0.254857 5.772347 -1.241314 0.00 0.00 0.00 0.071
H 0.251109 3.109659 -3.907655 -0.01 0.00 0.01 0.020
H 1.194285 4.541979 -3.399967 -0.02 0.00 0.01 0.073
H -0.380712 4.739164 -4.189031 0.00 0.00 0.01 0.079
H 2.224825 -3.912793 -1.441638 0.01 0.03 -0.01 0.074
H 1.206418 -5.191820 -2.110486 -0.02 0.00 -0.01 0.089
H 0.500476 -3.621043 -1.780779 -0.01 0.08 -0.13 0.046
H 0.982898 -3.402946 -5.408391 -0.02 0.00 0.01 0.079
H -0.180856 -3.255220 -4.090764 0.00 -0.01 0.00 0.073
H 0.382508 -4.867566 -4.603929 0.00 0.00 0.01 0.085
O 2.527735 -1.852785 2.640248 0.05 0.04 0.12 -0.357
S 2.181360 -2.414250 1.334343 0.35 -0.46 0.61 0.191
O 2.313280 -3.862288 1.266092 0.02 -0.05 0.04 -0.363
O 0.766195 -2.002966 0.984663 -0.18 -1.14 1.61 -0.784
O 3.008484 -1.762585 0.254916 0.80 -0.75 0.71 -0.637
S -1.833693 -1.487590 -2.169826 0.03 -0.20 -0.09 0.399
C -1.953397 -1.201656 -3.904776 0.05 0.00 0.02 -0.774
C -3.006839 -1.815872 -4.601420 -0.03 -0.02 -0.01 -0.179
C -3.197702 -1.675492 -5.967478 0.00 0.00 0.01 -0.157
C -2.313402 -0.889268 -6.697107 -0.02 -0.01 0.01 -0.160
C -1.266614 -0.266175 -6.034887 0.02 0.01 -0.04 -0.179
C -1.050866 -0.393227 -4.654676 0.02 0.00 0.09 -0.734
S 0.316719 0.451667 -3.934961 -0.06 -0.10 -0.10 0.485
H -3.687410 -2.429784 -4.021820 0.00 0.00 0.00 0.072
H -4.028777 -2.177623 -6.452717 0.00 0.00 -0.01 0.074
H -2.436831 -0.760376 -7.767803 0.01 0.00 0.00 0.073
H -0.568406 0.352320 -6.588548 0.00 0.00 0.00 0.070
C -0.173601 -3.276817 4.688616 0.05 -0.02 -0.01 -0.103
C -1.473801 -2.834448 5.350296 -0.05 0.01 -0.03 -0.274
C -1.411466 -1.406817 5.892732 0.00 0.01 0.05 -0.189
C -1.300236 -0.345285 4.804293 -0.06 0.01 -0.10 -0.161
N -2.585831 -0.005389 4.200386 0.05 0.08 -0.02 -0.017
C -3.010479 -0.413833 2.956371 -0.07 -0.08 0.00 -0.657
Se -2.161250 -1.578152 1.880378 -0.02 -0.09 -0.01 0.865
N -4.189441 0.255559 2.713093 0.04 -0.02 0.00 -0.020
C -4.967470 0.175082 1.482783 0.13 0.05 0.07 -0.161
C -6.218191 -0.684247 1.635174 -0.03 0.02 0.00 -0.192
C -5.937168 -2.185050 1.571774 0.03 0.00 0.06 -0.271
C -5.513023 -2.652930 0.184431 0.00 -0.03 -0.08 -0.114
C -4.494900 1.076461 3.780014 -0.03 0.00 0.02 -0.152
C -5.546501 1.947494 4.002138 0.05 -0.02 0.00 -0.019
C -5.549968 2.654196 5.202885 -0.02 0.01 -0.01 -0.114
C -4.535943 2.490580 6.141104 0.00 0.01 0.02 -0.114
C -3.477539 1.612962 5.916986 0.01 -0.02 -0.03 -0.017
C -3.474116 0.911065 4.724706 -0.03 0.00 0.00 -0.152
H -0.208904 -4.333808 4.420321 -0.02 0.01 -0.01 0.076
H 0.679544 -3.131031 5.357633 -0.01 -0.01 0.00 0.077
H 0.037415 -2.731936 3.767173 0.00 0.01 0.02 0.038
H -1.725138 -3.509553 6.175557 0.02 0.01 0.02 0.095
H -2.291760 -2.904367 4.626734 0.00 -0.02 0.00 0.077
H -0.540503 -1.306668 6.549561 0.01 -0.03 -0.02 0.111
H -2.294587 -1.193470 6.505788 0.01 0.01 0.01 0.102
H -0.655720 -0.680769 3.991071 0.03 -0.02 0.03 0.079
H -0.878078 0.583095 5.197509 -0.03 0.00 0.03 0.119
H -4.301571 -0.227724 0.718874 0.00 -0.01 -0.03 0.081
H -5.220665 1.199369 1.196200 -0.02 -0.01 0.02 0.124
H -6.917372 -0.411608 0.837254 0.01 -0.02 -0.02 0.110
H -6.707480 -0.429173 2.581598 0.00 0.00 -0.01 0.101
H -6.837166 -2.722993 1.888313 -0.01 0.02 -0.02 0.096
H -5.153528 -2.432207 2.294592 0.00 -0.01 -0.01 0.083
H -6.235706 -2.334496 -0.573179 -0.02 -0.02 0.02 0.072
H -5.445957 -3.741469 0.142237 0.01 0.01 0.02 0.070
H -4.534343 -2.269183 -0.109725 0.00 0.03 0.03 0.032
H -6.330946 2.076123 3.268294 -0.01 0.01 0.01 0.106
H -6.357444 3.345852 5.407138 0.00 0.00 0.00 0.091
H -4.569089 3.057037 7.063160 0.01 0.00 0.00 0.091
H -2.685191 1.484306 6.642432 -0.01 0.01 0.01 0.106

---

Record 3
59
Properties=species:S:1:pos:R:3:forces:R:3:lowdin_charge:R:1 method="wB97M-V/def2-TZVPD" orbital_gap_ha=0.3383
O -4.691741 -2.677745 0.004847 -0.34 -0.21 -0.08 0.064
C -3.581264 -2.277563 0.287970 0.69 -0.31 0.04 -0.466
C -2.422350 -3.257479 0.536030 -0.47 -0.33 0.24 -0.035
O -1.231787 -2.803262 -0.111517 -0.30 0.08 -0.30 0.018
C -0.101076 -2.838759 0.577059 0.45 -0.49 0.06 -0.490
O 0.030647 -3.280697 1.684528 0.05 -0.02 -0.01 0.138
C 1.069647 -2.331392 -0.281757 0.09 -0.22 0.67 -0.242
C 2.314360 -2.189909 0.601576 -0.10 -0.25 -0.09 -0.085
C 3.504238 -1.553576 -0.063076 0.04 -0.05 0.00 -0.219
C 3.719342 -1.603072 -1.434921 0.02 0.01 0.09 -0.052
C 4.826752 -0.992791 -2.000191 0.06 0.00 -0.13 -0.078
C 5.745426 -0.335136 -1.202803 0.07 -0.01 -0.06 -0.092
C 5.557155 -0.303925 0.168480 0.05 -0.06 0.02 -0.084
C 4.446893 -0.906013 0.729278 0.01 -0.10 -0.07 -0.047
N 0.660107 -1.117399 -0.951268 -0.32 0.62 0.29 -0.058
S 0.199757 0.187836 -0.053949 0.28 0.44 -0.81 0.686
O -0.463192 -0.309471 1.111141 0.45 -0.10 0.38 -0.250
O -0.522342 1.058204 -0.930088 0.32 0.04 -0.17 -0.262
C 1.712205 1.072264 0.357164 -0.74 -0.31 0.26 -0.193
C 2.400961 1.643024 -0.699515 0.20 0.15 -0.06 -0.055
C 3.548300 2.380204 -0.471602 -0.12 -0.06 -0.12 -0.065
C 4.002230 2.564660 0.825882 -0.15 -0.02 0.08 -0.067
C 3.316989 2.010952 1.891136 -0.19 -0.04 -0.04 0.000
C 2.174605 1.263106 1.645292 0.13 0.07 0.16 -0.269
F 1.533450 0.718547 2.685443 0.08 0.02 0.01 0.091
N -3.235545 -0.998834 0.453687 0.11 0.42 0.09 0.121
C -4.117032 0.112751 0.156182 0.03 0.05 -0.10 -0.303
C -3.875400 0.614423 -1.271180 -0.36 -0.05 0.05 -0.141
C -4.766371 1.815237 -1.572248 0.29 0.08 -0.03 -0.198
C -4.500637 2.933958 -0.570536 -0.35 -0.06 0.01 -0.209
C -4.754890 2.439093 0.849627 0.33 0.10 -0.04 -0.199
C -3.868981 1.236116 1.159480 -0.36 -0.10 0.01 -0.147
H -2.693507 -4.233363 0.123066 0.01 0.22 0.06 0.141
H -2.236703 -3.355138 1.611373 -0.06 0.00 -0.19 0.137
H 1.228110 -3.092599 -1.055447 -0.07 0.16 0.05 0.166
H 2.035704 -1.618435 1.489748 0.04 -0.07 0.05 0.117
H 2.584691 -3.190342 0.952958 -0.06 0.09 0.08 0.143
H 3.033931 -2.136193 -2.077492 -0.10 -0.07 -0.10 0.108
H 4.974087 -1.039794 -3.069141 0.02 0.00 -0.10 0.104
H 6.608377 0.138928 -1.645081 0.08 0.05 -0.05 0.103
H 6.278251 0.189254 0.802919 0.07 0.06 0.07 0.109
H 4.307785 -0.883888 1.800222 -0.05 0.03 0.13 0.122
H 1.178954 -0.874823 -1.778237 0.02 0.16 -0.18 0.109
H 2.006177 1.516173 -1.695054 0.04 0.05 -0.19 0.120
H 4.082281 2.816555 -1.300435 0.04 0.03 -0.09 0.113
H 4.891216 3.147626 1.009533 0.09 0.05 0.03 0.114
H 3.646944 2.145894 2.909012 0.00 -0.01 0.12 0.126
H -2.275515 -0.762800 0.673221 -0.14 -0.19 -0.02 0.094
H -5.142558 -0.263807 0.243847 0.10 0.10 0.01 0.154
H -4.082461 -0.195412 -1.973375 0.07 -0.06 -0.01 0.121
H -2.824887 0.896510 -1.370463 -0.03 -0.04 -0.03 0.093
H -4.575489 2.169624 -2.587049 -0.09 -0.02 -0.05 0.108
H -5.815237 1.514698 -1.512550 -0.09 0.01 -0.06 0.115
H -3.460670 3.254718 -0.660538 0.07 0.09 -0.01 0.114
H -5.141524 3.791574 -0.787122 0.07 0.06 -0.01 0.106
H -4.555066 3.238233 1.566542 -0.08 -0.01 0.05 0.107
H -5.804174 2.152115 0.951232 -0.07 0.02 0.05 0.114
H -4.061854 0.874502 2.171407 0.08 -0.04 0.02 0.120
H -2.817340 1.526850 1.096750 0.09 0.04 0.06 0.112

---

Values of max |F|, in order: 4.250, 3.997, 0.966, all in eV/Å.
Values of E_HOMO, in order: -7.97, -1.00, -9.02, all in eV.
Values of energy above the lowest of the compared OMol25 structures with the same formula, charge and spin, in order: 140.15, 5.31, 0.00, all in kcal per mole.